15
Properties=species:S:1:pos:R:3:forces:R:3 method="wB97M-V/def2-TZVPD" e_above_lowest_kcal_mol=40.2 e_lumo_ev=0.5 homo_ev=-9.5 orbital_gap_ha=0.366 energy_ev=-9851.904 spin_multiplicity=1 smiles="NCC=O.O.O"
N -0.893 1.532 2.529 0.4 -0.2 0.3
C -1.340 0.897 1.309 0.2 -0.5 0.0
C -0.538 -0.329 0.922 -1.2 1.1 -1.0
O 0.430 -0.717 1.491 0.9 -0.6 0.7
H -0.229 2.270 2.353 -0.2 0.5 -0.4
H -0.281 0.868 3.009 -0.4 -0.2 0.1
H -2.384 0.560 1.354 0.0 0.1 0.2
H -1.320 1.525 0.412 0.1 0.3 0.2
H -0.923 -0.756 -0.019 0.2 -0.5 0.0
O 2.712 -0.583 -2.132 -0.5 0.1 0.4
H 2.455 0.107 -1.510 -0.1 -0.2 0.2
H 3.302 -0.110 -2.707 0.5 0.1 -0.6
O -0.654 -1.557 -2.343 -0.8 -0.8 0.8
H -0.487 -2.412 -1.889 0.1 0.9 -0.6
H 0.149 -1.295 -2.779 0.8 -0.1 -0.1

***

15
Properties=species:S:1:pos:R:3:forces:R:3 method="wB97M-V/def2-TZVPD" e_above_lowest_kcal_mol=57.5 e_lumo_ev=0.3 homo_ev=-10.0 orbital_gap_ha=0.380 energy_ev=-9851.151 spin_multiplicity=1 smiles="NCC=O.O.O"
N 0.658 0.701 -0.748 -0.2 -1.3 -0.3
C 0.471 -0.688 -0.270 0.8 -0.9 0.8
C -0.952 -1.204 -0.302 -2.5 0.2 0.2
O -1.917 -0.588 -0.712 1.1 0.6 -0.3
H 0.179 0.622 -1.669 0.4 1.0 1.0
H 0.326 1.469 -0.149 -0.3 -0.9 -0.5
H 0.902 -1.017 0.778 -0.5 1.2 -2.0
H 0.997 -1.324 -1.039 -0.2 0.3 0.9
H -1.320 -2.182 0.091 1.5 -0.2 0.1
O -0.293 3.098 -2.814 -0.1 -0.3 0.1
H -0.264 2.360 -2.194 -0.2 0.1 -0.2
H 0.190 3.777 -2.345 0.2 0.4 0.0
O 0.430 -1.828 4.135 0.2 -0.3 -0.2
H 0.652 -2.177 3.261 -0.1 0.1 0.3
H -0.058 -1.019 3.976 -0.1 0.1 -0.1

***

15
Properties=species:S:1:pos:R:3:forces:R:3 method="wB97M-V/def2-TZVPD" e_above_lowest_kcal_mol=66.0 e_lumo_ev=0.6 homo_ev=-10.0 orbital_gap_ha=0.391 energy_ev=-9850.784 spin_multiplicity=1 smiles="NCC=O.O.O"
N 1.241 -1.711 -1.181 2.1 1.9 -1.1
C 2.149 -0.558 -1.640 -0.9 -0.1 1.2
C 1.680 0.844 -1.398 -2.4 0.0 1.5
O 2.172 1.796 -1.945 -0.4 -0.4 0.6
H 0.550 -1.595 -1.869 -2.1 0.0 -0.7
H 1.674 -2.535 -1.581 0.5 -0.4 0.5
H 3.064 -0.568 -1.143 1.6 -0.4 1.8
H 2.577 -0.444 -2.598 -0.3 -0.9 -2.1
H 0.738 0.892 -0.611 1.9 0.3 -1.5
O -1.822 -1.892 5.464 1.9 1.3 2.5
H -2.549 -2.133 4.939 -1.8 -0.2 -0.6
H -2.073 -1.409 6.305 -0.1 -1.1 -1.9
O -3.894 1.876 -0.615 -0.8 0.6 0.1
H -3.098 1.439 -0.344 0.6 -0.3 0.3
H -4.197 2.370 0.165 0.2 -0.3 -0.4

***

16
Properties=species:S:1:pos:R:3:forces:R:3 method="wB97M-V/def2-TZVPD" e_above_lowest_kcal_mol=37.8 e_lumo_ev=0.4 homo_ev=-9.6 orbital_gap_ha=0.367 energy_ev=-11899.191 spin_multiplicity=1 smiles="CNC(=O)O.O.O"
C 0.624 2.110 0.040 1.4 1.0 2.3
N -0.359 1.130 0.422 -1.3 -2.1 -0.2
C -0.512 -0.010 -0.462 0.4 -1.7 1.3
O -0.329 -1.203 -0.151 -0.6 3.3 -0.6
O -0.915 0.276 -1.769 -0.3 1.1 1.9
H 0.887 2.065 -1.006 0.2 -0.2 -0.1
H 0.332 3.121 0.307 -0.8 0.3 -0.5
H 1.519 2.083 0.764 -0.6 -0.7 -1.5
H -0.501 0.950 1.474 0.6 -0.3 -2.5
H -1.508 1.075 -1.707 1.0 -0.9 -0.2
O -0.613 -0.537 2.812 0.2 -5.0 -1.0
H -1.261 -1.306 2.532 1.0 2.7 0.7
H 0.171 -1.201 2.690 -1.2 2.4 0.4
O 1.042 -2.848 -2.292 4.4 -0.6 -2.7
H 1.254 -2.985 -1.414 1.1 -0.4 2.8
H 0.169 -2.720 -2.241 -5.4 1.0 -0.1

***

16
Properties=species:S:1:pos:R:3:forces:R:3 method="wB97M-V/def2-TZVPD" e_above_lowest_kcal_mol=20.2 e_lumo_ev=0.7 homo_ev=-10.3 orbital_gap_ha=0.405 energy_ev=-11899.953 spin_multiplicity=1 smiles="O=CNCO.O.O"
O -0.717 -1.162 1.015 0.3 0.0 -1.1
C 0.289 -1.462 0.358 -0.4 0.5 3.6
N 1.332 -0.593 0.247 -0.3 -1.1 -0.6
C 1.363 0.710 0.890 0.7 0.2 -1.0
O 1.129 1.751 -0.030 -0.4 0.1 0.3
H 0.480 -2.540 0.304 0.3 0.1 -1.4
H 2.095 -0.908 -0.335 0.1 0.3 0.2
H 0.694 0.691 1.744 -0.2 0.0 -0.1
H 2.381 0.888 1.231 0.0 -0.2 0.1
H 0.179 1.944 -0.049 -0.1 -0.1 0.0
O -1.092 -0.859 -2.130 0.7 1.7 -0.4
H -1.851 -0.485 -2.583 -0.7 -0.6 -0.1
H -0.607 0.001 -2.092 0.1 -1.1 0.4
O -1.724 1.182 0.098 0.0 -0.2 0.5
H -1.267 0.384 0.460 -0.4 0.1 -0.2
H -2.559 1.146 0.591 0.2 0.3 -0.3

***

15
Properties=species:S:1:pos:R:3:forces:R:3 method="wB97M-V/def2-TZVPD" e_above_lowest_kcal_mol=39.9 e_lumo_ev="3.1 / 3.0" homo_ev="-0.1 / -3.2" orbital_gap_ha="0.116 / 0.229" energy_ev=-27425.871 total_charge=-1 spin_multiplicity=2 s2=0.754
C 0.179 0.281 3.606 -1.6 -0.5 0.0
S 0.913 1.414 2.309 0.8 -0.7 2.0
S -0.909 1.245 0.997 -1.3 -0.8 -2.6
H 0.581 0.708 4.492 0.5 -0.1 1.1
H 0.471 -0.792 3.517 0.1 0.8 -0.1
H -0.993 0.217 3.838 2.2 0.7 -1.2
H -0.220 0.503 0.043 -0.7 0.6 0.8
N -0.175 -1.881 -4.622 -1.2 -1.7 2.8
C -0.256 -1.367 -3.185 1.1 4.0 -1.0
O 0.344 -1.984 -2.041 -0.8 -1.1 -1.0
H -0.999 -1.983 -5.222 -0.1 0.0 1.3
H 0.409 -1.324 -5.134 2.1 1.6 -1.2
H 0.480 -0.470 -3.085 -1.7 -0.7 -1.2
H -1.280 -0.923 -3.007 0.9 -1.2 0.3
H 0.419 -2.921 -2.178 -0.2 -0.8 0.0

***

15
Properties=species:S:1:pos:R:3:forces:R:3 method="wB97M-V/def2-TZVPD" e_above_lowest_kcal_mol=10.3 e_lumo_ev=0.4 homo_ev=-8.5 orbital_gap_ha=0.326 energy_ev=-27427.649 spin_multiplicity=1 smiles=NCCSS.O
N 0.876 1.006 -1.313 0.8 0.1 -0.4
C 0.960 -0.457 -1.274 -0.6 -0.3 1.0
C -0.334 -1.069 -0.679 -0.4 0.4 -2.0
S -0.278 -1.126 1.076 0.1 -0.4 1.0
S -2.292 -1.491 1.522 0.2 -0.1 0.0
H 1.627 1.470 -0.799 -0.3 -0.4 0.0
H 1.042 1.279 -2.278 -0.2 0.2 0.2
H 1.779 -0.861 -0.669 0.3 0.3 -0.2
H 1.066 -0.860 -2.276 0.1 -0.1 -0.1
H -0.491 -2.035 -1.168 0.1 -0.2 0.5
H -1.169 -0.444 -1.009 0.1 0.1 0.2
H -2.275 -0.840 2.699 0.0 0.1 -0.2
O -0.484 1.966 2.207 -1.0 -0.8 0.3
H -0.343 1.038 1.939 0.1 0.5 -0.1
H 0.317 2.427 2.022 0.9 0.4 -0.3

***

15
Properties=species:S:1:pos:R:3:forces:R:3 method="wB97M-V/def2-TZVPD" e_above_lowest_kcal_mol=14.7 e_lumo_ev=0.5 homo_ev=-8.5 orbital_gap_ha=0.333 energy_ev=-27427.456 spin_multiplicity=1 smiles=CSS.NCO
C 2.725 -0.151 -0.351 0.0 0.2 0.8
S 1.325 0.692 0.435 0.0 -0.1 -0.6
S 0.860 2.043 -1.077 0.3 0.1 0.0
H 3.522 0.555 -0.551 0.0 0.1 -0.4
H 2.371 -0.694 -1.220 0.2 0.0 -0.2
H 3.122 -0.844 0.390 -0.2 -0.2 0.0
H 0.915 1.212 -2.146 -0.3 0.0 0.4
N -1.652 -0.723 1.407 0.0 -1.0 0.5
C -2.168 -0.030 0.296 -0.7 1.4 -1.1
O -1.620 -0.538 -0.925 0.6 -0.3 0.7
H -2.090 -1.594 1.672 -0.2 0.2 -0.3
H -1.361 -0.233 2.225 0.0 0.6 0.1
H -3.259 0.015 0.149 0.1 -0.9 0.1
H -1.987 1.058 0.344 0.7 -0.3 0.4
H -0.704 -0.769 -0.649 -0.7 0.2 -0.4

***

13
Properties=species:S:1:pos:R:3:forces:R:3 method="wB97M-V/def2-TZVPD" e_above_lowest_kcal_mol=63.7 e_lumo_ev=-0.5 homo_ev=-5.9 orbital_gap_ha=0.201 energy_ev=-14542.532 spin_multiplicity=1
S -0.950 -2.465 2.172 -0.3 0.6 -0.6
H -2.228 -2.067 1.883 0.6 -0.2 0.1
C -0.280 0.531 -1.498 -0.3 -0.9 -0.4
N 0.796 0.065 -0.563 0.1 0.9 0.9
C 0.579 0.547 0.832 -1.7 1.5 1.0
H -0.338 -0.252 -2.259 -0.4 0.4 0.0
H -1.195 0.636 -0.939 -0.3 -0.7 0.3
H -0.219 1.501 -1.958 1.2 0.4 -0.1
H 1.764 0.367 -0.807 -1.0 -0.5 -0.3
H 0.733 -0.965 -0.502 0.1 0.1 0.0
H 0.529 1.649 0.893 1.1 -0.3 -0.5
H 1.249 0.084 1.530 0.4 -0.1 0.1
H -0.439 0.371 1.216 0.4 -1.2 -0.6

***

13
Properties=species:S:1:pos:R:3:forces:R:3 method="wB97M-V/def2-TZVPD" e_above_lowest_kcal_mol=12.8 e_lumo_ev=1.0 homo_ev=-8.7 orbital_gap_ha=0.354 energy_ev=-14544.736 spin_multiplicity=1 smiles=CN.CS
C 1.558 -0.351 0.666 0.1 0.5 -0.1
N 0.238 -0.602 1.250 0.3 0.1 -0.9
H 2.378 -0.471 1.377 0.0 0.0 0.0
H 1.584 0.671 0.280 0.1 0.1 0.1
H 1.787 -0.986 -0.189 -0.3 -0.2 0.1
H -0.065 -1.541 1.053 -0.1 -0.2 0.5
H 0.234 -0.381 2.225 -0.1 -0.3 0.4
C -1.144 0.442 -1.553 -0.6 -0.8 -0.3
S -1.913 1.611 -0.431 -0.2 0.3 0.5
H -1.201 -0.568 -1.148 0.6 0.1 0.3
H -0.155 0.748 -1.874 0.1 -0.2 0.1
H -1.789 0.315 -2.429 0.1 0.6 0.0
H -1.510 1.112 0.774 0.1 0.0 -0.8

***

14
Properties=species:S:1:pos:R:3:forces:R:3 method="wB97M-V/def2-TZVPD" e_above_lowest_kcal_mol=39.6 e_lumo_ev=0.4 homo_ev=-8.6 orbital_gap_ha=0.331 energy_ev=-25378.996 spin_multiplicity=1 smiles=CCN.SS
C 1.276 -0.641 1.602 -2.9 1.7 -0.8
C -0.219 -1.245 1.580 3.0 -3.3 -3.6
N -1.060 -0.752 2.545 -1.4 2.2 2.9
H 1.181 0.209 2.341 0.7 -0.7 -1.0
H 2.034 -1.320 1.887 0.6 -0.8 0.4
H 1.475 -0.281 0.565 0.2 0.1 1.0
H -0.691 -1.264 0.491 0.9 0.7 2.2
H -0.035 -2.376 1.683 -0.4 1.2 0.2
H -0.563 -0.187 3.318 -1.5 -1.1 -1.9
H -1.897 -0.302 2.160 0.8 0.0 0.7
S 0.274 2.897 -4.082 2.2 0.1 -0.7
S -1.509 1.991 -4.141 -0.9 -1.8 -1.3
H 1.169 1.910 -4.540 -1.1 0.7 0.8
H -1.435 1.361 -5.411 -0.2 1.0 1.3

***

14
Properties=species:S:1:pos:R:3:forces:R:3 method="wB97M-V/def2-TZVPD" e_above_lowest_kcal_mol=40.6 e_lumo_ev=0.4 homo_ev=-8.9 orbital_gap_ha=0.339 energy_ev=-25378.954 spin_multiplicity=1 smiles=CNC.SS
C -1.184 0.628 -0.709 -1.7 -1.6 -3.5
N -1.416 0.194 0.586 0.3 -2.2 3.8
C -0.820 -1.169 0.897 1.0 1.4 -2.3
H -1.718 -0.117 -1.473 1.6 0.7 1.5
H -0.147 0.789 -1.025 -0.1 0.2 -0.1
H -1.895 1.397 -0.941 0.4 1.5 0.1
H -0.889 0.718 1.290 -0.6 0.7 -0.6
H -1.328 -1.933 0.239 0.7 0.6 0.9
H 0.290 -0.968 0.556 -1.6 -1.4 0.8
H -0.893 -1.396 1.968 0.0 0.0 -0.5
S 2.875 -0.066 -1.189 -1.3 -1.9 -0.4
S 2.840 0.899 0.580 0.4 -0.6 1.1
H 1.833 -1.048 -0.935 1.4 1.6 -0.4
H 2.453 2.071 0.156 -0.5 0.9 -0.4

***

14
Properties=species:S:1:pos:R:3:forces:R:3 method="wB97M-V/def2-TZVPD" e_above_lowest_kcal_mol=21.6 e_lumo_ev=0.0 homo_ev=-8.7 orbital_gap_ha=0.321 energy_ev=-25379.777 spin_multiplicity=1 smiles=CNC.SS
C -2.314 -0.893 -0.909 0.0 -0.1 0.0
N -2.371 0.433 -0.335 -0.3 0.0 0.4
C -2.064 0.485 1.086 0.4 0.0 -0.3
H -2.451 -0.807 -1.985 0.0 -0.1 0.0
H -3.122 -1.506 -0.503 0.0 0.0 0.0
H -1.373 -1.439 -0.732 0.0 0.1 0.0
H -1.713 1.028 -0.803 0.2 0.2 -0.3
H -1.038 0.131 1.276 0.0 0.0 0.3
H -2.140 1.517 1.424 0.0 0.0 0.1
H -2.746 -0.121 1.681 -0.1 0.0 -0.1
S 1.809 -1.041 0.033 0.3 0.5 0.0
S 1.649 1.091 0.075 0.0 -0.8 0.1
H 0.668 -1.353 0.663 -0.2 0.3 -0.1
H 2.329 1.233 -1.071 -0.1 0.0 -0.1

***

13
Properties=species:S:1:pos:R:3:forces:R:3 method="wB97M-V/def2-TZVPD" e_above_lowest_kcal_mol=7.4 e_lumo_ev=-3.8 homo_ev=-17.1 orbital_gap_ha=0.488 energy_ev=-6307.267 total_charge=+1 spin_multiplicity=1
O 0.900 -2.044 0.227 -0.1 -0.1 1.3
H 0.292 -0.842 0.863 -0.1 1.0 -1.1
H 1.354 -2.421 -0.526 0.1 0.0 -0.5
H 1.338 -2.396 1.016 0.1 -0.4 -0.3
C -0.503 1.183 0.243 -1.0 0.1 0.0
O 0.110 0.150 1.146 0.4 -0.3 0.6
C -0.693 0.678 -1.161 -0.7 0.1 1.0
H -1.454 1.395 0.721 -0.1 -0.1 0.0
H 0.107 2.070 0.356 0.4 0.0 -0.1
H 0.911 0.504 1.560 0.0 -0.1 0.1
H -1.353 -0.186 -1.132 0.2 -0.3 -0.1
H -1.257 1.432 -1.700 0.2 0.2 -0.2
H 0.247 0.478 -1.615 0.6 -0.2 -0.7

***

13
Properties=species:S:1:pos:R:3:forces:R:3 method="wB97M-V/def2-TZVPD" e_above_lowest_kcal_mol=39.2 e_lumo_ev="-8.9 / -17.6" homo_ev="-22.1 / -21.9" orbital_gap_ha="0.483 / 0.155" energy_ev=-6289.432 total_charge=+2 spin_multiplicity=2 s2=0.753
O 1.250 -1.405 -1.072 0.6 2.5 3.1
H -0.030 -0.912 -0.201 -0.9 -0.3 -0.9
H 2.102 -1.029 -1.357 -0.2 -0.3 0.1
H 0.885 -1.875 -1.761 -1.0 -2.1 -2.8
C -0.750 0.596 1.011 0.6 -0.5 -3.2
O -1.015 -0.532 0.004 2.4 0.0 0.6
C 0.236 1.611 0.468 -3.7 0.4 1.4
H -0.186 0.002 1.822 -0.4 0.6 0.3
H -1.761 0.837 1.265 -0.5 0.7 1.1
H -1.452 -0.276 -0.846 0.0 0.0 0.5
H -0.023 2.650 0.761 0.7 -0.5 0.5
H 0.386 1.573 -0.692 0.6 -0.6 0.1
H 1.278 1.285 0.669 1.7 0.2 -0.6

***

13
Properties=species:S:1:pos:R:3:forces:R:3 method="wB97M-V/def2-TZVPD" e_above_lowest_kcal_mol=43.4 e_lumo_ev=-6.3 homo_ev=-15.6 orbital_gap_ha=0.342 energy_ev=-15093.633 total_charge=+1 spin_multiplicity=1
O 2.159 -2.069 0.592 -0.3 0.4 -0.2
H 2.429 -2.515 1.398 0.2 -0.1 0.0
H -3.974 0.950 -1.170 0.0 0.1 0.1
H 2.857 -2.207 -0.060 0.0 -0.1 0.2
C -1.137 -0.950 -0.322 -0.7 0.4 -0.9
C -0.249 0.065 0.209 0.6 -0.8 -0.3
S -0.228 1.626 -0.259 -0.5 0.2 0.5
H -0.484 -1.610 -0.873 0.5 -0.6 -0.2
H -1.855 -0.567 -1.032 -0.3 0.2 0.0
H -1.643 -1.592 0.399 0.2 0.2 0.4
H -4.152 1.231 -0.503 0.0 -0.1 -0.1
H 0.597 -0.356 0.736 0.1 0.3 0.8
H 0.689 2.034 0.642 0.3 0.0 -0.3

***

13
Properties=species:S:1:pos:R:3:forces:R:3 method="wB97M-V/def2-TZVPD" e_above_lowest_kcal_mol=54.5 e_lumo_ev=-5.7 homo_ev=-15.1 orbital_gap_ha=0.344 energy_ev=-15093.152 total_charge=+1 spin_multiplicity=1
O 2.365 -0.652 1.986 0.4 0.1 0.5
H 2.671 -1.095 2.800 -0.6 -0.1 -0.5
H 3.038 0.039 1.912 -0.2 0.1 -0.4
H 0.674 -0.488 0.845 0.7 1.0 1.6
C -1.605 1.393 -0.274 -1.2 0.7 0.5
S -0.302 0.164 0.185 -0.5 -1.9 -3.6
C -0.301 -0.881 -1.388 -0.1 0.0 1.7
H -2.547 0.886 -0.077 0.1 0.2 0.7
H -1.645 1.554 -1.353 1.2 -0.3 0.0
H -1.484 2.350 0.223 0.0 -0.2 0.3
H -0.414 -0.156 -2.179 0.1 -0.3 -0.4
H 0.612 -1.459 -1.388 0.6 0.4 -0.2
H -1.061 -1.654 -1.293 -0.5 0.5 -0.2

***

13
Properties=species:S:1:pos:R:3:forces:R:3 method="wB97M-V/def2-TZVPD" e_above_lowest_kcal_mol=28.2 e_lumo_ev=-3.7 homo_ev=-15.8 orbital_gap_ha=0.446 energy_ev=-15094.294 total_charge=+1 spin_multiplicity=1
O -2.267 -1.466 -0.086 0.0 -0.5 0.1
H -2.426 -1.073 -0.936 -0.3 0.5 -0.8
H -2.674 -2.344 -0.214 0.4 0.2 0.5
H -0.653 -0.653 0.211 1.5 -0.4 0.2
C -0.345 1.670 0.031 -1.6 -2.2 0.9
S 0.439 0.080 0.754 -1.5 0.2 0.5
C 2.135 -0.400 0.143 -2.9 0.2 -2.3
H -0.201 2.446 0.776 0.1 0.1 -0.3
H 0.114 1.802 -0.926 -0.1 0.5 -0.5
H -1.488 1.320 -0.011 2.6 1.1 0.0
H 2.433 0.402 -0.508 0.1 -0.3 -1.1
H 2.156 -1.451 -0.140 -0.3 0.3 -0.8
H 2.777 -0.332 0.906 1.9 0.4 3.6

***

13
Properties=species:S:1:pos:R:3:forces:R:3 method="wB97M-V/def2-TZVPD" e_above_lowest_kcal_mol=18.2 e_lumo_ev="-8.2 / -16.7" homo_ev="-21.5 / -20.3" orbital_gap_ha="0.486 / 0.133" energy_ev=-15078.587 total_charge=+2 spin_multiplicity=2 s2=0.755
O 2.705 -0.742 0.666 -1.5 0.3 -1.5
H 3.374 -0.523 1.288 1.9 1.1 2.0
H 2.810 -1.695 0.575 -0.1 -1.6 -0.4
H 0.873 0.579 -0.432 0.7 -0.3 -0.4
C -0.898 0.968 1.047 -2.9 0.6 0.6
S -0.361 0.983 -0.683 0.0 0.5 0.6
C -1.176 -0.374 -1.523 0.2 0.7 -2.6
H -2.077 1.027 0.988 2.3 0.3 0.3
H -0.718 -0.029 1.418 0.3 -0.5 0.1
H -0.463 1.734 1.783 -0.5 -0.8 -1.7
H -1.163 -1.242 -0.953 0.1 -1.6 1.5
H -0.697 -0.664 -2.546 -0.7 1.2 1.7
H -2.209 -0.022 -1.628 0.2 -0.1 -0.3

***

14
Properties=species:S:1:pos:R:3:forces:R:3 method="wB97M-V/def2-TZVPD" e_above_lowest_kcal_mol=25.4 e_lumo_ev=0.8 homo_ev=-9.2 orbital_gap_ha=0.367 energy_ev=-30083.431 spin_multiplicity=1 smiles=CC(P)(P)P
C -1.007 -0.507 -0.664 -2.2 1.9 2.1
C 0.123 -0.122 0.223 1.6 1.3 0.2
P -0.513 0.667 1.841 -1.1 0.2 -0.9
P 1.114 -1.610 0.776 -0.6 -1.1 -1.6
P 1.407 1.343 -0.638 -2.1 -2.6 -1.3
H -0.642 -0.796 -1.564 0.8 -1.4 -2.9
H -1.733 -1.213 -0.195 0.8 0.1 -0.4
H -1.597 0.413 -0.829 0.0 -0.4 -0.2
H -1.236 1.847 1.278 0.8 -1.0 0.2
H -1.748 -0.108 1.790 0.7 0.4 0.3
H 2.188 -1.697 -0.217 -0.9 0.1 0.2
H 1.869 -0.773 1.438 1.9 1.3 2.1
H 1.547 0.651 -2.029 0.0 0.6 2.0
H 0.228 1.905 -1.210 0.3 0.5 0.3